1) This record from the OMol25 dataset describes an isolated molecule of C3H4BrNO. The level of theory is ωB97M-V/def2-TZVPD.

Highest occupied orbital energy = -8.6868 eV
Molecular weight = 149.975 g mol⁻¹
SMILES string = Br[C@@H]1C=CON1
HOMO-LUMO gap = 0.334 Eh

```
! RIJCOSX wB97M-V def2-TZVPD def2/J DEFGRID3
* xyz 0 1
C 0.10816 -0.79074 0.28148
C 0.83053 0.05688 1.02767
C -0.66089 0.03352 -0.64139
N -0.07958 1.27938 -0.54614
O 0.70011 1.33722 0.62626
Br -2.79174 0.05207 0.12566
H -0.00382 -1.84680 0.40192
H 1.49481 -0.10742 1.85289
H -0.90145 -0.29214 -1.64145
H -0.61602 2.12816 -0.67114
*
```



2) This record from the OMol25 dataset describes an isolated molecule of C3H4BrNO. The level of theory is ωB97M-V/def2-TZVPD.

Highest occupied orbital energy = -9.7891 eV
Molecular weight = 149.975 g mol⁻¹
SMILES string = O=C1NC[C@H]1Br
HOMO-LUMO gap = 0.389 Eh

```
! RIJCOSX wB97M-V def2-TZVPD def2/J DEFGRID3
* xyz 0 1
C -1.18383 -0.84208 0.96203
C 0.17722 0.40698 -0.16490
C 0.30646 -0.31936 1.26664
N -1.15045 -0.18212 -0.22906
O -2.04915 -1.40623 1.62052
Br 0.43770 0.61874 2.89242
H 0.05840 1.45834 -0.28056
H 0.75684 -0.04378 -0.94997
H 0.98439 -1.27587 1.37496
H -1.76435 0.11004 -0.89188
*
```



3) This record from the OMol25 dataset describes an isolated molecule of C3H4BrNO. The level of theory is ωB97M-V/def2-TZVPD.

Highest occupied orbital energy = -10.1012 eV
Molecular weight = 149.975 g mol⁻¹
HOMO-LUMO gap = 0.388 Eh

```
! RIJCOSX wB97M-V def2-TZVPD def2/J DEFGRID3
* xyz 0 1
C -1.77933 1.60944 0.09595
C -0.64427 -0.39929 -0.89259
C 1.14322 -0.13844 0.61687
N -1.32462 0.65937 -0.36283
O 0.22866 -0.99997 0.01110
Br 0.60390 0.24794 2.56895
H -1.38611 -1.18095 -1.30582
H -0.20853 -0.18604 -1.90475
H 2.15508 -0.60813 0.91117
H 1.21199 0.99606 0.26194
*
```



Most favorable structure: 2). The second most favorable one is 0.0411 hartree above it.